# 1
# C2H5N3S

One molecule with the formula C2H5N3S at a distorted geometry (ωB97M-V with the def2-TZVPD basis set, the OMol25 dataset).

## Properties
Kohn-Sham gap   9.28 eV
F_max   2.314 eV Å⁻¹
Molar mass   103.2 g mol⁻¹
Relative energy (zero: lowest compared OMol25 entry of this formula, charge and spin)   2.885 eV
Lowest unoccupied orbital energy   0.81 eV
HOMO level   -8.46 eV

ORCA input file:
```
! wB97M-V def2-TZVPD RIJCOSX def2/J DEFGRID3
* xyz 0 1
C -2.86525 -0.08437 0.02189
N -1.75104 0.48673 -0.18573
S -0.37649 -0.54190 -0.21653
C 0.85244 0.74634 -0.17447
N 2.10483 0.71013 -0.04008
N 2.67558 -0.55687 -0.12095
H -3.80069 0.50081 0.10098
H -3.08217 -1.12450 0.16126
H 0.38607 1.73468 0.01047
H 2.19408 -1.34597 0.32746
H 3.66266 -0.52510 0.11570
*
```


# 2
# C40H37F6N7O4S5Sb2Tc

C40H37F6N7O4S5Sb2Tc as an isolated structure at a distorted geometry (ωB97M-V with the def2-TZVPD basis set, the OMol25 dataset).

## Properties
Kohn-Sham gap (alpha / beta)   6.04 / 5.81 eV
F_max   1.835 eV Å⁻¹
Molar mass   1295.6 g mol⁻¹
Lowest unoccupied orbital energy (alpha / beta)   -6.73 / -6.72 eV
HOMO level (alpha / beta)   -12.77 / -12.53 eV
<S²>   0.76

ORCA input file:
```
! wB97M-V def2-TZVPD RIJCOSX def2/J DEFGRID3
* xyz 2 2
Tc -0.33978 -1.27477 -0.39188
C -2.64448 1.52651 1.91509
C -2.53809 0.60605 3.12468
C -1.10052 0.39824 3.58273
Sb 0.12582 -0.88565 2.28168
C 0.86746 -2.12719 3.87831
C 0.50014 -3.46134 3.94862
C 0.91544 -4.24594 5.01270
C 1.70295 -3.69488 6.00903
C 2.06660 -2.36034 5.94367
C 1.64291 -1.57077 4.88627
C 1.79613 0.43523 1.95736
C 1.51429 1.56182 1.01213
C 2.64868 2.57674 1.04062
C 3.99113 1.88777 0.92830
C 4.16940 0.70073 1.50854
C 3.06166 0.03234 2.15296
Sb -2.21616 0.59315 -0.04101
C -4.20983 0.97223 -0.81676
C -4.72373 2.25843 -0.82875
C -6.04760 2.47823 -1.17246
C -6.85998 1.41845 -1.53600
C -6.34304 0.13503 -1.54503
C -5.02845 -0.08843 -1.16744
C -1.04218 2.32112 -0.67019
C 0.14882 2.02921 -1.50948
C 0.98979 3.23000 -1.96870
C 0.33352 4.56715 -1.77313
C -0.72608 4.72390 -0.97750
C -1.39645 3.58894 -0.40292
H -1.97802 2.38459 2.04895
H -3.66824 1.89970 1.82471
H -3.02063 -0.35382 2.91987
H -3.08683 1.06828 3.95045
H -1.08831 -0.12518 4.54051
H -0.59429 1.35776 3.70799
H -0.13395 -3.88737 3.18594
H 0.61348 -5.28132 5.06090
H 2.01925 -4.30170 6.84084
H 2.68267 -1.92831 6.71706
H 1.91057 -0.52350 4.85349
H 0.55575 2.04632 1.22069
H 2.61341 3.05203 2.03324
H 4.78788 2.41025 0.42043
H 5.12579 0.19940 1.48375
H 3.27069 -0.82493 2.77994
H -4.09548 3.09654 -0.57389
H -6.44471 3.48086 -1.15153
H -7.88803 1.58886 -1.81195
H -6.96282 -0.69896 -1.83700
H -4.66694 -1.10215 -1.13702
H -0.16224 1.43492 -2.37324
H 1.23781 3.10052 -3.02629
H 0.81246 5.40629 -2.24982
H -1.14571 5.70033 -0.80431
H -2.25912 3.79117 0.21501
N -2.45975 -0.41328 -3.03049
C -1.20593 -0.85014 -3.38059
N -0.31144 -1.19257 -2.48757
C 0.84333 -1.66347 -3.06775
C 0.84582 -1.60613 -4.42660
S -0.64319 -0.99140 -5.01099
C 1.82266 -2.22470 -2.16975
C 3.02753 -2.78998 -2.44515
S 3.72097 -3.44599 -1.01287
C 2.32713 -2.92671 -0.11683
N 1.45793 -2.27543 -0.84267
N 2.19355 -3.11673 1.21889
H -2.98340 -1.15950 -2.57416
H -2.99545 -0.07874 -3.82357
H 1.61302 -1.92276 -5.10103
H 3.53972 -2.86562 -3.38214
H 2.90108 -3.69863 1.64549
H 1.25453 -3.34016 1.53467
F -3.40510 -2.62455 1.21751
C -3.31698 -3.61832 0.30423
F -3.63391 -3.01741 -0.85327
F -4.19207 -4.54144 0.59054
S -1.49683 -4.11788 0.21975
O -0.91599 -3.26793 1.24339
O -1.25442 -5.49785 0.36126
N -1.09696 -3.45828 -1.14984
S -1.67151 -4.28126 -2.39924
O -2.65680 -5.18177 -1.92400
O -1.96117 -3.36975 -3.45873
C -0.14411 -5.23126 -2.96962
F 0.79021 -5.16625 -2.00795
F 0.36937 -4.62329 -4.04221
F -0.38675 -6.48839 -3.25918
C 5.19949 5.23750 -2.76713
C 4.15210 4.84009 -1.80237
C 4.03497 5.44362 -0.51460
C 3.27993 4.78315 0.39219
N 2.54396 3.65962 0.06556
C 2.34234 3.48064 -1.31161
S 1.34012 0.83392 -0.68793
N 3.22870 3.97024 -2.14542
H 5.11580 6.30612 -2.96740
H 5.09670 4.68416 -3.69586
H 6.19327 5.07008 -2.35294
H 4.56683 6.34395 -0.26411
H 3.23790 5.07198 1.43193
*
```